Record 1
Here is a cluster of 9 separate species, C34H49NO20 in total from OMol25. Energies are from ωB97M-V/def2-TZVPD.

The HOMO-LUMO gap is 10.20 eV. As for the total charge: 0. As for the SMILES: O=C=NOC(=O)O.O=C1CCCO1.O=C1CCCO1.O=C1CCCO1.O=C1CCCO1.O=C1CCCO1.O=C1CCCO1.O=C1CCCO1.O=C1CCCO1. The max |F| comes out at 3.064 eV/Å. As for the energy above the lowest of the compared OMol25 structures with the same formula, charge and spin: 16.6 kcal/mol.

Geometry (Å):
O 2.05 -2.09 2.70
C 1.43 -1.30 2.11
N 0.57 -0.84 1.27
O -0.39 -0.13 2.02
C -1.52 -0.95 2.25
O -2.36 -0.56 3.02
O -1.65 -2.14 1.55
H -1.91 -2.79 2.24
O 2.38 -0.26 -1.12
C 2.80 0.85 -0.90
O 2.08 1.82 -0.29
C 2.84 3.04 -0.28
C 4.28 2.62 -0.42
C 4.17 1.37 -1.28
H 2.50 3.67 -1.11
H 2.66 3.58 0.65
H 4.92 3.39 -0.86
H 4.69 2.35 0.56
H 4.18 1.60 -2.34
H 4.94 0.64 -1.04
O -1.01 -3.23 4.16
C -1.59 -4.20 4.55
O -2.69 -4.71 3.94
C -3.21 -5.80 4.71
C -2.05 -6.29 5.55
C -1.26 -5.01 5.79
H -4.04 -5.43 5.32
H -3.59 -6.57 4.04
H -2.36 -6.79 6.46
H -1.44 -6.99 4.97
H -1.62 -4.47 6.67
H -0.19 -5.20 5.86
O 6.84 4.65 -0.48
C 7.48 3.84 0.15
O 7.78 2.59 -0.30
C 8.45 1.86 0.74
C 9.02 2.92 1.67
C 8.00 4.04 1.55
H 7.71 1.22 1.25
H 9.22 1.23 0.31
H 9.16 2.56 2.69
H 9.98 3.26 1.29
H 7.18 3.92 2.26
H 8.47 5.02 1.66
O -5.57 -4.98 3.30
C -5.57 -4.69 2.13
O -6.69 -4.37 1.43
C -6.34 -4.18 0.05
C -4.86 -3.86 0.05
C -4.36 -4.66 1.23
H -6.58 -5.09 -0.50
H -6.93 -3.36 -0.37
H -4.37 -4.12 -0.89
H -4.71 -2.80 0.23
H -4.10 -5.69 0.95
H -3.52 -4.18 1.72
O 12.76 4.51 2.22
C 12.72 4.80 1.05
O 11.57 5.05 0.37
C 11.87 5.25 -1.02
C 13.33 5.64 -1.06
C 13.91 4.88 0.12
H 11.68 4.31 -1.55
H 11.23 6.03 -1.43
H 13.82 5.41 -2.01
H 13.43 6.72 -0.89
H 14.21 3.87 -0.15
H 14.73 5.42 0.59
O -4.36 -3.02 -3.12
C -3.90 -1.95 -2.85
O -4.59 -0.96 -2.23
C -3.78 0.23 -2.16
C -2.35 -0.26 -2.29
C -2.50 -1.48 -3.18
H -4.07 0.89 -2.98
H -3.96 0.74 -1.22
H -1.67 0.49 -2.68
H -1.98 -0.57 -1.31
H -2.46 -1.21 -4.24
H -1.77 -2.24 -2.95
O -4.69 1.70 -4.89
C -5.65 1.12 -5.30
O -5.64 0.30 -6.39
C -6.97 -0.15 -6.67
C -7.73 0.01 -5.37
C -7.05 1.21 -4.74
H -7.38 0.48 -7.47
H -6.95 -1.18 -7.01
H -8.80 0.14 -5.51
H -7.57 -0.87 -4.74
H -7.50 2.15 -5.07
H -7.04 1.15 -3.66
O -8.33 2.22 -0.83
C -7.75 1.38 -0.18
O -7.51 0.12 -0.63
C -6.91 -0.65 0.42
C -6.30 0.37 1.37
C -7.25 1.54 1.23
H -7.68 -1.25 0.90
H -6.15 -1.31 0.00
H -6.20 0.00 2.39
H -5.31 0.66 1.01
H -8.10 1.47 1.92
H -6.74 2.50 1.36


Record 2
Here is a cluster of 26 separate species, C18H84N2O26 in total from OMol25. Energies are from ωB97M-V/def2-TZVPD.

The HOMO-LUMO gap is 2.61 eV. As for the total charge: -2. The max |F| comes out at 2.579 eV/Å. As for the energy above the lowest of the compared OMol25 structures with the same formula, charge and spin: 0.0 kcal/mol.

Geometry (Å):
C 2.45 1.74 -2.61
C 2.01 0.40 -2.02
C 2.94 0.16 -0.78
C 2.54 -1.07 0.14
C 1.09 -0.88 0.61
C 0.00 -0.55 -0.56
N 0.62 0.40 -1.51
O -0.33 0.93 -2.53
C -1.09 0.11 0.30
C -0.50 -1.88 -1.23
C 2.19 -0.77 -3.03
H 2.68 2.47 -1.83
H 1.71 2.06 -3.35
H 3.35 1.57 -3.20
H 2.85 1.04 -0.15
H 3.95 -0.10 -1.10
H 3.25 -1.35 0.92
H 2.70 -1.92 -0.53
H 1.07 -0.23 1.48
H 0.81 -1.85 1.03
H -0.66 0.98 0.80
H -1.57 -0.44 1.11
H -1.84 0.57 -0.35
H -0.94 -1.72 -2.22
H -1.27 -2.36 -0.62
H 0.31 -2.60 -1.34
H 3.11 -0.91 -3.59
H 1.50 -0.57 -3.85
H 1.89 -1.70 -2.56
C -1.05 0.13 6.81
C -2.39 0.30 6.05
C -1.95 0.99 4.64
C -2.87 0.78 3.46
C -3.13 -0.70 3.25
C -3.74 -1.36 4.55
N -3.08 -1.02 5.82
O -3.53 -1.69 6.99
C -3.63 -2.94 4.35
C -5.25 -0.95 4.66
C -3.28 1.32 6.76
H -0.40 1.00 6.77
H -0.49 -0.64 6.28
H -1.29 -0.27 7.80
H -0.97 0.61 4.38
H -1.89 2.08 4.64
H -2.40 1.35 2.66
H -3.82 1.30 3.58
H -2.18 -1.19 3.02
H -3.81 -0.85 2.41
H -3.81 -3.60 5.20
H -2.63 -3.24 4.01
H -4.35 -3.40 3.66
H -5.78 -1.23 5.57
H -5.82 -1.42 3.85
H -5.32 0.14 4.57
H -3.40 1.28 7.84
H -4.29 1.45 6.37
H -2.78 2.29 6.70
O 6.06 2.71 -1.50
H 6.69 3.05 -2.14
H 5.31 3.30 -1.56
O 4.58 -1.21 3.01
H 3.76 -0.73 3.15
H 5.16 -0.90 3.70
O 2.28 4.85 -3.22
H 3.21 5.07 -3.33
H 2.24 4.40 -2.37
O 6.03 -1.34 -4.45
H 6.28 -1.31 -5.37
H 5.07 -1.23 -4.46
O 0.55 3.03 -0.33
H 1.01 2.33 -0.79
H -0.15 3.29 -0.93
O 3.71 2.02 2.42
H 4.20 2.09 3.24
H 2.79 2.04 2.68
O -4.81 0.91 0.21
H -5.68 0.69 0.54
H -4.50 0.11 -0.20
O 6.11 -1.41 -0.48
H 6.61 -0.94 -1.15
H 5.48 -0.77 -0.15
O -2.86 -3.85 1.13
H -1.92 -3.67 1.20
H -3.26 -2.98 1.08
O -0.82 -5.18 -1.06
H -0.75 -4.37 -0.56
H -1.44 -5.72 -0.56
O 1.35 3.66 -5.43
H 1.78 4.09 -6.17
H 1.74 4.07 -4.65
O 0.73 -1.39 -6.67
H -0.07 -1.60 -6.18
H 0.97 -0.52 -6.36
O -1.15 -2.15 -4.97
H -2.08 -2.26 -5.19
H -1.17 -1.66 -4.14
O 2.15 5.64 0.17
H 3.00 5.48 0.58
H 1.96 4.83 -0.31
O -3.47 3.15 0.60
H -3.60 2.20 0.53
H -3.29 3.43 -0.30
O 3.18 -3.65 2.15
H 2.40 -3.32 1.69
H 3.56 -2.87 2.56
O -3.19 -0.21 -2.85
H -3.12 -1.11 -2.51
H -2.52 0.28 -2.37
O 0.78 1.15 -5.60
H 0.56 1.04 -4.68
H 0.96 2.09 -5.69
O -1.99 3.34 -2.01
H -1.50 2.52 -1.88
H -1.94 3.50 -2.95
O 1.09 2.32 2.62
H 0.83 2.08 1.74
H 1.18 3.28 2.59
O 3.71 -1.70 -6.26
H 3.85 -2.54 -6.70
H 2.78 -1.51 -6.39
O -2.11 1.99 -5.51
H -1.66 1.21 -5.17
H -1.99 2.65 -4.82
O -3.56 -3.19 -2.03
H -4.12 -3.35 -2.79
H -2.80 -3.76 -2.15
O -0.12 -4.30 1.68
H 0.24 -5.17 1.49
H 0.22 -4.08 2.54


Record 3
Here is a structure of composition C23H33LaNO3 from OMol25. Energies are from ωB97M-V/def2-TZVPD.

The HOMO-LUMO gap is 2.74 eV. As for the total charge: +3. The max |F| comes out at 8.828 eV/Å.

Geometry (Å):
C 3.77 -4.49 0.25
O 3.55 -3.61 -0.94
C 3.55 -2.25 -0.37
C 3.74 -1.05 -1.50
C 3.29 0.40 -0.88
C 4.16 0.90 0.41
C 3.45 2.15 1.26
C 2.96 3.39 0.31
C 1.48 4.00 0.68
C 0.26 2.88 0.63
C -1.17 3.56 0.10
C -2.47 3.12 1.04
C -3.66 2.41 0.12
C -3.31 0.81 0.00
C -3.30 -0.07 1.41
C -3.00 -1.69 1.47
C -3.08 -2.40 2.96
N -3.39 -3.89 2.91
C -2.63 -2.46 0.06
C -2.64 -1.58 -1.36
C -2.96 0.04 -1.40
C -2.91 0.80 -2.85
O -2.71 2.10 -3.07
C -3.08 -0.17 -4.20
C -2.77 -1.66 -4.17
C -2.28 -2.39 -2.77
O -1.67 -3.60 -2.71
H 3.64 -3.92 1.28
H 2.94 -5.33 0.22
H 4.87 -4.94 0.13
H 4.49 -2.13 0.36
H 2.54 -2.00 0.19
H 4.84 -1.01 -1.93
H 3.02 -1.34 -2.40
H 2.14 0.31 -0.61
H 3.45 1.21 -1.73
H 5.23 1.19 0.03
H 4.25 -0.02 1.16
H 2.61 1.72 1.97
H 4.31 2.56 1.98
H 2.98 3.17 -0.84
H 3.75 4.27 0.48
H 1.52 4.43 1.78
H 1.25 4.93 -0.04
H 0.60 1.97 -0.06
H 0.14 2.40 1.72
H -1.40 3.15 -0.98
H -1.13 4.74 0.15
H -2.88 4.11 1.57
H -2.08 2.42 1.90
H -3.86 2.95 -0.89
H -4.65 2.51 0.77
H -3.55 0.48 2.43
H -2.11 -2.15 3.58
H -3.99 -1.85 3.52
H -3.13 -4.29 3.84
H -2.72 -4.31 2.19
H -2.37 -3.61 0.11
H -3.45 0.25 -5.25
H -2.85 -2.35 -5.13
La -1.55 -4.80 1.10


Record 4
Here is a structure of composition C5H9InNO3P2S from OMol25. Energies are from ωB97M-V/def2-TZVPD.

The HOMO-LUMO gap is 7.66 eV. As for the total charge: -1. The max |F| comes out at 5.635 eV/Å. As for the energy above the lowest of the compared OMol25 structures with the same formula, charge and spin: 87.9 kcal/mol.

Geometry (Å):
O 2.43 2.46 1.13
P 1.83 2.78 -0.27
In -0.04 1.21 -1.00
C 0.36 -0.97 -0.42
C 1.22 -1.13 0.85
C 1.48 -2.62 1.31
C 0.80 -3.64 0.34
C 0.00 -3.29 -0.92
N -0.21 -1.93 -1.29
P -2.12 1.86 0.38
O -2.65 3.47 0.11
O -3.33 0.68 -0.07
S -1.65 1.50 2.26
H 2.85 2.87 -1.31
H 1.24 4.10 -0.16
H -0.32 1.30 -2.77
H 1.63 -0.24 1.44
H 2.06 -2.90 2.24
H 0.92 -4.76 0.58
H -0.42 -4.15 -1.55
H -3.31 3.52 -0.62
H -2.77 -0.12 -0.26


Record 5
Here is a cluster of 2 separate species, C9H20BrO3P in total from OMol25. Energies are from ωB97M-V/def2-TZVPD.

The HOMO-LUMO gap (alpha / beta) is 6.80 / 6.10 eV. As for the total charge: 0. The max |F| comes out at 4.204 eV/Å.

Geometry (Å):
C -3.71 2.39 0.43
C -3.92 1.19 -0.62
C -3.16 1.44 -1.86
C -1.84 0.69 -1.88
C -0.80 1.30 -0.99
C 0.52 0.49 -1.07
C 1.43 0.74 0.20
C 2.53 -0.34 0.22
C 3.91 -3.26 1.97
O 3.75 -2.45 3.01
O 3.24 -4.35 1.76
O 5.13 -3.31 1.36
P 1.71 -2.00 0.41
Br 0.74 -1.90 2.33
H -3.83 2.06 1.40
H -4.55 3.05 0.33
H -2.76 2.94 0.43
H -3.84 0.26 -0.12
H -4.96 1.31 -0.82
H -2.86 2.48 -2.05
H -3.73 0.96 -2.66
H -1.56 0.65 -2.93
H -2.09 -0.31 -1.54
H -1.15 1.50 0.04
H -0.51 2.34 -1.39
H 1.09 0.83 -1.93
H 0.28 -0.62 -0.99
H 0.93 0.77 1.15
H 1.94 1.66 0.06
H 3.19 -0.47 -0.67
H 3.11 -0.05 1.20
H 2.92 -2.75 3.43
H 3.45 -4.75 0.90
H 5.38 -2.49 0.89


Record 6
Here is a cluster of 7 separate species, C4H20N2O8 in total from OMol25. Energies are from ωB97M-V/def2-TZVPD.

The HOMO-LUMO gap (alpha / beta) is 2.61 / 9.61 eV. As for the total charge: -1. As for the multiplicity: 2. The max |F| comes out at 1.761 eV/Å. As for the energy above the lowest of the compared OMol25 structures with the same formula, charge and spin: 0.0 kcal/mol.

Geometry (Å):
C 1.22 -1.51 0.29
N 2.20 -0.42 0.22
C 3.31 -0.60 -0.53
O 3.80 -1.70 -0.76
C 0.23 -1.29 -0.89
N -0.46 -0.02 -0.83
C -0.91 0.53 0.32
O -1.61 1.54 0.27
H 1.67 -2.47 0.10
H 0.64 -1.48 1.20
H 1.88 0.42 0.65
H 3.68 0.25 -1.12
H -0.47 -2.13 -1.00
H 0.81 -1.42 -1.80
H -0.51 0.57 -1.65
H -0.61 0.08 1.27
H -2.62 1.31 2.18
H -3.63 0.14 2.63
O -2.91 0.71 2.87
H -2.61 -1.30 -0.73
H -2.57 -2.35 0.46
O -2.89 -1.52 0.16
H 2.63 -1.41 3.70
H 2.85 -2.06 2.36
O 2.33 -2.15 3.17
H -3.36 0.18 -2.98
H -3.68 1.30 -2.09
O -3.92 0.37 -2.22
H 1.17 1.91 -3.05
H 1.13 3.33 -2.82
O 1.01 2.52 -2.29
H 0.87 3.41 0.45
H 0.25 2.58 1.46
O 1.08 2.67 1.01


Record 7
Here is a structure of composition C3AgO2 from OMol25. Energies are from ωB97M-V/def2-TZVPD.

The HOMO-LUMO gap (alpha / beta) is 7.86 / 7.26 eV. As for the total charge: 0. As for the multiplicity: 2. The max |F| comes out at 4.967 eV/Å. As for the energy above the lowest of the compared OMol25 structures with the same formula, charge and spin: 0.0 kcal/mol.

Geometry (Å):
C -2.37 0.21 -0.02
C -1.43 -0.62 0.03
O -0.09 -0.84 0.08
C 0.77 0.23 0.08
O 0.28 1.34 0.02
Ag 2.84 -0.32 -0.18


Record 8
Here is a cluster of 3 separate species, C20H45ClN3O8P2 in total from OMol25. Energies are from ωB97M-V/def2-TZVPD.

The HOMO-LUMO gap is 7.67 eV. As for the total charge: +1. The max |F| comes out at 9.632 eV/Å.

Geometry (Å):
C -6.05 0.58 -2.84
C -6.60 1.94 -2.27
Cl -8.32 2.13 -2.84
C -5.73 3.20 -2.64
C -4.31 3.09 -2.03
N -3.88 3.63 -0.86
C -4.68 4.47 0.07
C -2.55 3.32 -0.55
C -2.11 2.52 -1.69
N -3.22 2.42 -2.54
C -3.05 1.62 -3.78
N -4.00 1.92 -4.83
H -6.80 -0.22 -2.57
H -5.08 0.30 -2.38
H -5.99 0.57 -3.95
H -6.60 1.85 -1.15
H -5.72 3.35 -3.75
H -6.21 4.13 -2.23
H -4.60 4.03 1.10
H -4.31 5.52 0.01
H -5.77 4.39 -0.21
H -1.95 3.59 0.33
H -1.10 2.09 -1.78
H -2.02 1.85 -4.17
H -3.04 0.52 -3.52
H -4.00 1.22 -5.57
H -3.90 2.87 -5.20
O 1.60 2.53 -0.44
P 2.50 3.38 0.44
O 3.81 3.33 -0.56
C 3.75 4.02 -1.80
C 3.66 5.52 -1.60
O 2.88 2.13 1.46
C 1.86 1.23 1.89
C 2.02 -0.11 1.18
O 3.36 4.41 1.45
C 4.53 4.06 2.20
C 5.80 4.08 1.39
H 2.91 3.66 -2.39
H 4.67 3.78 -2.34
H 2.71 5.80 -1.12
H 3.72 6.04 -2.56
H 4.46 5.88 -0.95
H 0.86 1.64 1.72
H 1.97 1.08 2.97
H 2.08 0.02 0.10
H 1.19 -0.77 1.41
H 2.95 -0.59 1.49
H 4.41 3.11 2.73
H 4.61 4.82 2.98
H 5.88 3.21 0.75
H 6.67 4.07 2.06
H 5.86 4.97 0.76
O 2.35 -3.82 1.92
P 1.42 -4.91 2.41
O 2.23 -6.21 1.79
C 3.51 -6.54 2.32
C 3.41 -6.98 3.77
O 0.28 -4.67 1.24
C -0.04 -3.35 0.83
C 0.55 -3.08 -0.54
O 0.36 -5.93 3.21
C -0.60 -6.79 2.58
C -0.01 -8.09 2.08
H 4.19 -5.69 2.23
H 3.91 -7.35 1.72
H 3.08 -6.16 4.41
H 4.38 -7.33 4.13
H 2.69 -7.79 3.88
H 0.30 -2.62 1.56
H -1.13 -3.27 0.78
H 1.61 -3.31 -0.58
H 0.41 -2.03 -0.83
H 0.06 -3.71 -1.29
H -1.16 -6.28 1.79
H -1.33 -7.02 3.35
H 0.55 -7.94 1.15
H -0.81 -8.80 1.85
H 0.66 -8.53 2.81


What did the first record say?
Here is a cluster of 9 separate species, C34H49NO20 in total from OMol25. Energies are from ωB97M-V/def2-TZVPD.

The HOMO-LUMO gap is 10.20 eV. As for the total charge: 0. As for the SMILES: O=C=NOC(=O)O.O=C1CCCO1.O=C1CCCO1.O=C1CCCO1.O=C1CCCO1.O=C1CCCO1.O=C1CCCO1.O=C1CCCO1.O=C1CCCO1. The max |F| comes out at 3.064 eV/Å. As for the energy above the lowest of the compared OMol25 structures with the same formula, charge and spin: 16.6 kcal/mol.

Geometry (Å):
O 2.05 -2.09 2.70
C 1.43 -1.30 2.11
N 0.57 -0.84 1.27
O -0.39 -0.13 2.02
C -1.52 -0.95 2.25
O -2.36 -0.56 3.02
O -1.65 -2.14 1.55
H -1.91 -2.79 2.24
O 2.38 -0.26 -1.12
C 2.80 0.85 -0.90
O 2.08 1.82 -0.29
C 2.84 3.04 -0.28
C 4.28 2.62 -0.42
C 4.17 1.37 -1.28
H 2.50 3.67 -1.11
H 2.66 3.58 0.65
H 4.92 3.39 -0.86
H 4.69 2.35 0.56
H 4.18 1.60 -2.34
H 4.94 0.64 -1.04
O -1.01 -3.23 4.16
C -1.59 -4.20 4.55
O -2.69 -4.71 3.94
C -3.21 -5.80 4.71
C -2.05 -6.29 5.55
C -1.26 -5.01 5.79
H -4.04 -5.43 5.32
H -3.59 -6.57 4.04
H -2.36 -6.79 6.46
H -1.44 -6.99 4.97
H -1.62 -4.47 6.67
H -0.19 -5.20 5.86
O 6.84 4.65 -0.48
C 7.48 3.84 0.15
O 7.78 2.59 -0.30
C 8.45 1.86 0.74
C 9.02 2.92 1.67
C 8.00 4.04 1.55
H 7.71 1.22 1.25
H 9.22 1.23 0.31
H 9.16 2.56 2.69
H 9.98 3.26 1.29
H 7.18 3.92 2.26
H 8.47 5.02 1.66
O -5.57 -4.98 3.30
C -5.57 -4.69 2.13
O -6.69 -4.37 1.43
C -6.34 -4.18 0.05
C -4.86 -3.86 0.05
C -4.36 -4.66 1.23
H -6.58 -5.09 -0.50
H -6.93 -3.36 -0.37
H -4.37 -4.12 -0.89
H -4.71 -2.80 0.23
H -4.10 -5.69 0.95
H -3.52 -4.18 1.72
O 12.76 4.51 2.22
C 12.72 4.80 1.05
O 11.57 5.05 0.37
C 11.87 5.25 -1.02
C 13.33 5.64 -1.06
C 13.91 4.88 0.12
H 11.68 4.31 -1.55
H 11.23 6.03 -1.43
H 13.82 5.41 -2.01
H 13.43 6.72 -0.89
H 14.21 3.87 -0.15
H 14.73 5.42 0.59
O -4.36 -3.02 -3.12
C -3.90 -1.95 -2.85
O -4.59 -0.96 -2.23
C -3.78 0.23 -2.16
C -2.35 -0.26 -2.29
C -2.50 -1.48 -3.18
H -4.07 0.89 -2.98
H -3.96 0.74 -1.22
H -1.67 0.49 -2.68
H -1.98 -0.57 -1.31
H -2.46 -1.21 -4.24
H -1.77 -2.24 -2.95
O -4.69 1.70 -4.89
C -5.65 1.12 -5.30
O -5.64 0.30 -6.39
C -6.97 -0.15 -6.67
C -7.73 0.01 -5.37
C -7.05 1.21 -4.74
H -7.38 0.48 -7.47
H -6.95 -1.18 -7.01
H -8.80 0.14 -5.51
H -7.57 -0.87 -4.74
H -7.50 2.15 -5.07
H -7.04 1.15 -3.66
O -8.33 2.22 -0.83
C -7.75 1.38 -0.18
O -7.51 0.12 -0.63
C -6.91 -0.65 0.42
C -6.30 0.37 1.37
C -7.25 1.54 1.23
H -7.68 -1.25 0.90
H -6.15 -1.31 0.00
H -6.20 0.00 2.39
H -5.31 0.66 1.01
H -8.10 1.47 1.92
H -6.74 2.50 1.36


Q: Which value of max |F| does entry 1 give?
A: 3.064 eV/Å


Q: What is the max |F| in the third record?
A: 8.828 eV/Å


Q: Which value of total charge does entry 4 give?
A: -1